1.
5 unconnected molecules or ions with the total composition C16H22F4NO15S. Source: OMol25; level of theory: ωB97M-V with the def2-TZVPD basis set.

Element x y z (Å)
N (3.259, 1.381, -1.734)
C (4.176, 0.285, -1.902)
C (3.944, -0.304, -3.296)
C (5.010, -1.249, -3.858)
C (6.475, -0.786, -3.923)
S (6.847, 0.751, -4.751)
O (6.969, 1.806, -3.792)
O (7.908, 0.511, -5.688)
O (5.563, 1.032, -5.641)
H (3.103, 1.492, -0.735)
H (5.244, 0.606, -1.840)
H (4.030, -0.536, -1.167)
H (3.711, 0.534, -3.962)
H (3.016, -0.885, -3.241)
H (5.031, -2.131, -3.206)
H (4.715, -1.611, -4.848)
H (6.889, -0.644, -2.924)
H (7.057, -1.522, -4.480)
H (4.901, 1.470, -5.075)
C (0.894, -1.072, 2.033)
C (0.458, 0.144, 2.822)
O (1.660, 0.854, 2.990)
C (2.472, 0.548, 1.915)
O (3.400, 1.189, 1.576)
O (1.999, -0.553, 1.296)
F (-0.045, -0.177, 4.050)
H (1.216, -1.855, 2.722)
H (0.151, -1.466, 1.351)
H (-0.264, 0.779, 2.316)
C (-2.817, -2.388, 3.210)
C (-2.835, -3.585, 4.144)
O (-1.932, -4.481, 3.514)
C (-1.056, -3.741, 2.785)
O (-0.052, -4.115, 2.277)
O (-1.490, -2.469, 2.682)
F (-4.053, -4.172, 4.221)
H (-3.539, -2.519, 2.403)
H (-2.974, -1.427, 3.689)
H (-2.485, -3.379, 5.157)
C (-1.329, 1.743, -1.670)
C (-2.258, 2.755, -1.023)
O (-2.926, 1.971, -0.044)
C (-2.101, 0.938, 0.295)
O (-2.235, 0.242, 1.246)
O (-1.099, 0.834, -0.591)
F (-3.176, 3.258, -1.883)
H (-1.841, 1.221, -2.480)
H (-0.387, 2.150, -2.024)
H (-1.753, 3.585, -0.525)
C (-6.200, 1.402, 0.935)
C (-7.136, 2.367, 1.635)
O (-7.716, 1.553, 2.634)
C (-6.837, 0.551, 2.929)
O (-6.914, -0.157, 3.874)
O (-5.867, 0.497, 1.990)
F (-8.108, 2.839, 0.818)
H (-6.729, 0.863, 0.147)
H (-5.303, 1.861, 0.532)
H (-6.642, 3.215, 2.112)

Cartesian forces, eV/Å:
N -0.4 0.0 0.0
C -0.3 0.4 -0.2
C 0.0 -0.3 0.1
C 0.0 0.0 0.1
C -0.2 -0.1 0.0
S 0.3 0.0 0.1
O 0.0 -0.1 -0.1
O -0.1 0.0 0.0
O -0.1 0.2 -0.1
H 0.1 0.1 -0.1
H 0.0 -0.2 0.1
H 0.2 0.0 0.0
H 0.1 0.0 0.0
H 0.0 0.1 -0.1
H 0.0 0.0 -0.1
H 0.0 0.1 0.0
H 0.0 0.0 -0.1
H 0.1 0.0 0.2
H 0.0 -0.1 0.0
C 0.0 0.1 0.0
C 0.0 0.0 0.0
O 0.0 0.1 -0.1
C -0.3 -0.1 -0.2
O 0.3 0.0 0.4
O 0.2 -0.1 0.1
F 0.0 0.0 0.1
H 0.1 0.0 -0.1
H 0.1 0.1 -0.1
H -0.1 -0.1 0.1
C 0.0 0.0 0.0
C 0.0 0.0 -0.1
O 0.2 0.0 0.2
C 0.1 0.3 -0.5
O -0.1 -0.5 0.3
O -0.4 0.1 0.1
F 0.0 0.0 -0.1
H 0.0 0.0 0.0
H 0.1 0.0 0.0
H -0.1 0.0 0.0
C 0.1 0.2 -0.1
C 0.2 -0.2 -0.1
O 0.0 0.1 0.3
C 0.4 0.0 -0.5
O -0.4 -0.1 0.2
O -0.1 -0.1 0.2
F -0.1 -0.1 0.0
H 0.0 0.0 0.0
H 0.2 -0.1 0.1
H 0.0 0.1 -0.1
C 0.0 0.1 -0.1
C 0.0 -0.1 0.0
O 0.1 0.1 0.2
C 0.0 0.0 -0.1
O 0.0 0.0 0.0
O 0.0 0.0 0.0
F -0.1 -0.1 0.0
H -0.1 0.1 0.0
H 0.1 0.0 0.1
H 0.0 0.1 -0.1

**Total charge**: -1
**Highest occupied orbital energy**: -1.67 eV
**Kohn-Sham gap**: 3.50 eV

***

2.
A molecular structure, C25H32CrN7O5S. Source: OMol25; level of theory: ωB97M-V with the def2-TZVPD basis set.

Element x y z (Å)
Cr (0.736, 0.196, 0.215)
C (1.161, -0.667, 3.282)
N (0.251, -0.299, 2.210)
C (-1.014, -0.429, 2.420)
C (-1.934, -0.184, 1.363)
C (-3.330, -0.142, 1.314)
C (-3.652, 0.174, -0.010)
C (-2.431, 0.292, -0.691)
N (-1.396, 0.074, 0.129)
C (1.330, 0.402, 4.336)
C (1.419, 1.745, 3.975)
C (1.612, 2.718, 4.942)
C (1.716, 2.368, 6.283)
C (1.619, 1.035, 6.651)
C (1.425, 0.061, 5.680)
H (2.129, -0.879, 2.824)
H (0.834, -1.599, 3.757)
H (-1.391, -0.733, 3.400)
H (-4.009, -0.297, 2.140)
H (-4.637, 0.308, -0.433)
H (-2.269, 0.534, -1.733)
H (1.335, 2.009, 2.928)
H (1.683, 3.758, 4.647)
H (1.864, 3.132, 7.036)
H (1.690, 0.752, 7.694)
H (1.340, -0.981, 5.970)
O (0.649, 2.962, -5.410)
C (0.332, 3.970, -4.618)
O (0.170, 5.097, -5.036)
C (0.173, 3.679, -3.165)
C (-0.227, 4.653, -2.280)
N (-0.293, 4.069, -1.072)
N (0.023, 2.772, -1.102)
C (0.323, 2.516, -2.360)
C (0.695, 1.112, -2.758)
O (0.796, 0.884, -3.983)
O (0.859, 0.261, -1.851)
H (0.764, 2.097, -4.873)
H (-0.454, 5.691, -2.451)
H (-0.562, 4.482, -0.199)
N (4.871, -1.548, 0.579)
C (3.714, -0.830, 0.470)
O (2.710, -1.346, 0.008)
C (3.755, 0.591, 0.998)
C (2.570, 1.407, 0.507)
H (4.896, -2.461, 0.159)
H (5.732, -1.081, 0.791)
H (4.755, 0.992, 0.758)
H (3.749, 0.500, 2.094)
H (2.784, 1.757, -0.512)
H (2.487, 2.315, 1.114)
C (-4.456, -3.009, -2.056)
C (-3.181, -3.812, -1.864)
N (-2.375, -3.313, -0.765)
C (-1.042, -3.074, -0.758)
S (-0.150, -3.325, 0.643)
N (-0.443, -2.645, -1.885)
C (-1.069, -1.930, -2.995)
C (-0.888, -2.631, -4.332)
H (-5.089, -3.472, -2.816)
H (-4.237, -1.983, -2.355)
H (-5.018, -2.955, -1.123)
H (-2.579, -3.812, -2.770)
H (-3.432, -4.862, -1.668)
H (-2.701, -3.535, 0.162)
H (0.523, -2.411, -1.716)
H (-0.600, -0.949, -3.046)
H (-2.120, -1.764, -2.756)
H (0.174, -2.744, -4.557)
H (-1.333, -2.036, -5.131)
H (-1.337, -3.627, -4.349)

Cartesian forces, eV/Å:
Cr 0.1 0.5 -0.2
C 0.0 -0.1 0.0
N 0.0 0.0 0.0
C 0.0 0.0 0.1
C 0.1 0.0 0.0
C 0.0 0.0 0.0
C 0.0 0.0 0.0
C 0.0 0.1 -0.1
N 0.0 -0.1 0.0
C 0.0 0.0 0.0
C 0.0 0.0 0.0
C 0.0 0.0 0.0
C 0.0 0.0 0.0
C 0.0 0.0 0.0
C 0.0 0.0 0.0
H 0.0 0.0 0.0
H 0.0 0.0 0.0
H 0.0 0.0 0.0
H 0.0 0.0 0.0
H 0.0 0.0 0.0
H 0.0 0.0 0.0
H 0.0 0.0 0.0
H 0.0 0.0 0.0
H 0.0 0.0 0.0
H 0.0 0.0 0.0
H 0.0 0.0 0.0
O 0.1 0.1 0.1
C 0.1 -0.2 0.0
O 0.0 0.1 0.0
C -0.1 0.2 -0.1
C 0.1 0.0 -0.1
N 0.0 -0.1 -0.1
N 0.1 0.0 0.2
C -0.1 -0.2 0.0
C 0.1 0.2 0.2
O 0.1 -0.2 -0.1
O 0.0 0.0 -0.1
H -0.2 0.1 0.0
H 0.0 0.0 0.0
H 0.0 0.0 0.1
N 0.0 0.0 0.0
C 0.0 0.1 0.0
O -0.1 -0.1 0.0
C 0.1 -0.1 0.0
C -0.1 -0.2 0.0
H 0.0 0.0 0.0
H 0.0 0.0 0.0
H 0.0 0.0 0.0
H 0.0 0.0 0.0
H 0.0 0.0 0.0
H 0.0 0.0 0.0
C -0.1 0.0 0.0
C 0.0 -0.1 -0.1
N -0.1 0.0 0.1
C 0.1 0.0 -0.1
S 0.0 -0.1 0.1
N -0.1 0.0 0.0
C -0.1 0.1 0.1
C 0.1 0.0 0.0
H 0.0 0.0 0.0
H 0.0 0.0 0.0
H 0.0 0.0 0.0
H -0.1 0.0 0.1
H 0.0 0.0 0.0
H 0.0 0.0 0.0
H 0.2 0.0 -0.1
H 0.0 -0.1 0.0
H 0.1 0.0 -0.1
H 0.0 0.0 0.0
H 0.0 0.0 0.0
H 0.0 0.0 0.0

**Total charge**: -1
**Highest occupied orbital energy (spin up / spin down)**: -3.73 / -4.73 eV
**2S+1**: 5
**Kohn-Sham gap (spin up / spin down)**: 6.29 / 7.29 eV

***

3.
2 unconnected molecules or ions with the total composition C5H14N2. Source: OMol25; level of theory: ωB97M-V with the def2-TZVPD basis set.

Element x y z (Å)
H (2.474, 1.722, -2.829)
N (1.489, 1.599, -2.474)
C (0.969, 0.517, -2.985)
N (-0.316, 0.162, -2.685)
H (1.445, -0.167, -3.700)
H (-0.713, 0.646, -1.884)
H (-0.579, -0.818, -2.832)
C (-1.720, 0.370, 1.674)
C (-0.612, -0.778, 1.693)
C (0.704, -0.191, 1.171)
C (-0.378, -1.423, 3.089)
H (-2.706, -0.026, 1.973)
H (-1.442, 1.215, 2.370)
H (-1.804, 0.743, 0.670)
H (-0.949, -1.583, 1.007)
H (1.469, -0.969, 1.001)
H (1.135, 0.508, 1.895)
H (0.582, 0.335, 0.211)
H (-1.312, -1.633, 3.682)
H (0.130, -2.412, 2.990)
H (0.278, -0.862, 3.710)

Cartesian forces, eV/Å:
H -1.4 -0.2 0.4
N 0.7 -1.7 -1.3
C 0.7 1.6 0.7
N -0.2 -0.6 0.1
H 0.1 0.3 0.2
H 0.0 -0.3 -0.3
H 0.1 0.9 0.2
C 0.9 -0.9 1.4
C -0.6 0.6 0.3
C 0.3 -0.3 -0.3
C -1.1 -1.4 -0.4
H 0.4 0.2 0.0
H -0.2 -0.9 -0.7
H 0.0 0.3 -0.5
H 0.1 0.5 0.3
H -0.3 0.2 0.1
H -0.2 0.0 -0.1
H 0.0 -0.1 0.3
H 0.7 0.4 -0.7
H -0.4 0.6 -0.1
H 0.5 0.9 0.5

**SMILES**: [H]/N=C/N.CC(C)C
**Highest occupied orbital energy**: -9.30 eV
**Kohn-Sham gap**: 10.20 eV

***

4.
4 unconnected molecules or ions with the total composition C22H45FO12S. Source: OMol25; level of theory: ωB97M-V with the def2-TZVPD basis set.

Element x y z (Å)
C (5.196, 0.116, 2.379)
C (4.683, -0.943, 1.197)
C (3.151, -1.368, 1.607)
C (2.981, -2.931, 2.098)
C (1.907, -3.147, 3.323)
C (0.343, -3.291, 2.855)
C (-0.043, -2.520, 1.460)
C (-1.589, -2.804, 0.933)
C (-2.526, -1.448, 0.875)
C (-2.886, -0.806, 2.340)
O (-2.844, 0.684, 2.308)
S (-1.236, 1.238, 2.123)
O (-1.234, 2.079, 0.798)
O (-0.961, 2.252, 3.484)
F (-0.495, 1.412, 4.411)
H (6.334, -0.112, 2.538)
H (4.961, 1.196, 1.984)
H (4.572, -0.051, 3.380)
H (5.346, -1.904, 1.118)
H (4.606, -0.347, 0.168)
H (2.505, -1.266, 0.609)
H (2.654, -0.669, 2.404)
H (4.045, -3.246, 2.539)
H (2.798, -3.693, 1.198)
H (2.197, -4.187, 3.831)
H (2.048, -2.344, 4.196)
H (-0.312, -2.778, 3.712)
H (-0.051, -4.409, 2.803)
H (0.658, -2.818, 0.550)
H (0.070, -1.339, 1.561)
H (-1.534, -3.203, -0.191)
H (-2.103, -3.680, 1.560)
H (-2.078, -0.663, 0.115)
H (-3.566, -1.787, 0.396)
H (-2.131, -1.141, 3.201)
H (-3.999, -1.145, 2.601)
C (0.699, -2.990, -4.227)
C (1.808, -1.958, -4.123)
O (1.277, -0.632, -4.230)
C (0.708, -0.135, -3.104)
O (0.619, -0.710, -2.029)
O (0.229, 1.102, -3.384)
C (-0.471, 1.709, -2.300)
H (0.108, -2.830, -5.135)
H (1.112, -4.002, -4.245)
H (0.008, -2.915, -3.382)
H (2.506, -2.089, -4.956)
H (2.385, -2.076, -3.198)
H (0.131, 1.710, -1.386)
H (-1.422, 1.192, -2.135)
H (-0.684, 2.747, -2.571)
C (2.137, 5.846, 0.847)
C (3.076, 5.319, 1.918)
O (4.274, 4.799, 1.329)
C (5.200, 5.723, 0.970)
O (5.101, 6.933, 1.112)
O (6.246, 5.073, 0.402)
C (7.262, 5.940, -0.096)
H (1.951, 5.080, 0.087)
H (1.182, 6.152, 1.285)
H (2.571, 6.708, 0.330)
H (2.595, 4.488, 2.445)
H (3.307, 6.085, 2.666)
H (7.597, 6.646, 0.671)
H (6.895, 6.475, -0.978)
H (8.116, 5.327, -0.394)
C (-6.748, 0.685, -1.787)
C (-7.097, 0.070, -3.131)
O (-6.619, -1.277, -3.212)
C (-7.381, -2.209, -2.587)
O (-8.422, -1.998, -1.982)
O (-6.774, -3.413, -2.727)
C (-7.435, -4.476, -2.042)
H (-5.675, 0.592, -1.589)
H (-7.024, 1.743, -1.761)
H (-7.267, 0.173, -0.971)
H (-6.599, 0.632, -3.928)
H (-8.175, 0.116, -3.330)
H (-8.495, -4.526, -2.312)
H (-7.317, -4.351, -0.961)
H (-6.961, -5.416, -2.336)

Cartesian forces, eV/Å:
C -0.2 -0.8 -0.7
C -1.3 0.9 0.9
C -1.1 -0.9 -1.7
C 1.2 -0.1 0.8
C 0.3 -1.3 0.1
C -1.0 0.9 0.4
C -0.2 0.4 -0.8
C 0.0 -0.2 -0.5
C -0.8 -0.9 -0.4
C 0.4 -1.2 0.1
O 1.5 0.2 0.0
S -1.0 0.5 -4.8
O -0.3 -2.2 5.5
O -1.8 2.4 -2.9
F 1.0 -2.0 2.1
H -2.1 1.0 0.0
H 0.8 -2.0 1.0
H 1.6 0.3 -2.2
H -1.2 2.0 0.1
H 0.5 -1.5 2.2
H 1.2 -0.1 2.2
H 1.2 -1.2 -1.5
H -2.2 0.6 -0.8
H 0.2 1.8 1.9
H -0.6 2.2 -1.0
H -0.3 -1.5 -2.2
H 1.3 -1.2 -1.8
H 1.1 2.3 0.0
H -1.3 0.5 2.2
H -0.1 -2.6 0.0
H -0.1 0.9 2.5
H 1.0 2.0 -1.2
H -0.7 -1.5 1.8
H 2.2 0.8 0.9
H -1.7 0.4 -2.0
H 2.6 1.2 -0.3
C -0.3 0.0 0.1
C 0.1 -0.7 0.0
O -0.3 0.6 0.9
C -0.2 -0.2 0.2
O 0.2 0.8 -1.4
O 0.6 -1.1 0.0
C -0.2 0.3 0.5
H 0.2 -0.1 0.0
H 0.0 0.1 0.0
H 0.2 0.0 0.0
H -0.2 0.3 0.1
H -0.2 0.2 -0.1
H -0.2 -0.2 -0.2
H 0.2 0.0 0.1
H 0.2 -0.3 -0.2
C 0.1 0.2 -0.3
C -0.7 0.3 0.2
O 1.0 0.5 -0.2
C -0.3 0.5 0.0
O 0.2 -1.8 -0.2
O -0.8 0.3 0.6
C 0.4 0.3 -0.2
H -0.1 0.0 0.2
H 0.1 -0.1 0.0
H 0.0 -0.1 0.2
H 0.4 0.0 -0.2
H 0.1 -0.1 -0.3
H -0.2 -0.1 -0.2
H 0.0 0.1 0.2
H -0.3 -0.1 0.1
C 0.0 -0.2 0.3
C -0.2 0.7 0.2
O -0.6 -1.0 0.2
C -0.4 0.4 0.4
O 1.5 -0.4 -0.9
O -0.4 0.9 -0.1
C -0.2 -0.5 0.2
H -0.1 0.1 -0.2
H 0.0 -0.1 0.0
H 0.0 0.1 -0.2
H 0.1 -0.4 0.0
H 0.2 -0.2 0.1
H 0.2 0.2 0.2
H -0.2 0.0 -0.2
H 0.1 0.4 -0.1

**Highest occupied orbital energy**: -10.31 eV
**Kohn-Sham gap**: 10.69 eV

***

5.
A single CH5N3O molecule. Source: OMol25; level of theory: ωB97M-V with the def2-TZVPD basis set.

Element x y z (Å)
N (1.580, -0.615, -0.153)
N (1.137, 0.789, -0.152)
C (-0.083, 0.903, 0.056)
N (-0.780, -0.247, 0.151)
O (-2.161, -0.202, -0.321)
H (1.215, -1.139, 0.681)
H (2.621, -0.654, -0.270)
H (-0.561, 1.925, -0.203)
H (-0.232, -0.815, -0.465)
H (-2.734, 0.055, 0.677)

Cartesian forces, eV/Å:
N 0.3 0.9 0.4
N 3.8 -1.0 0.3
C -1.8 3.0 -1.8
N -2.9 -0.7 0.8
O -1.4 1.5 5.1
H 1.0 0.7 -0.9
H -1.7 0.3 0.5
H 0.6 -1.8 1.1
H -0.4 -1.6 -0.8
H 2.6 -1.4 -4.7

**SMILES**: N/N=C\NO
**Highest occupied orbital energy**: -8.84 eV
**Kohn-Sham gap**: 9.47 eV

***

For each record above, in turn, the calculated largest force on an atom values are 0.655 0.590 2.225 5.905 5.528 eV Å⁻¹.